(1)
The following is a DFT calculation (ωB97M-V with the def2-TZVPD basis set) of ClNO5S as an isolated structure.

Last column: natural (NBO) charge in e.
Atoms and positions in Å:
N (1.407, 0.429, -0.030)  0.4013
O (2.284, -0.321, 0.108)  -0.2935
O (1.369, 1.598, 0.020)  -0.3028
O (-0.403, -1.153, 1.138)  -0.8791
O (-0.280, -1.191, -1.297)  -0.8543
O (-1.232, 0.774, 0.074)  -0.6992
S (-0.257, -0.496, -0.079)  2.3126
Cl (-2.888, 0.360, 0.068)  0.3151

Summary:
- HOMO (eV) = -11.7
- HOMO-LUMO gap (eV) = 9.90
- energy above the lowest of the compared OMol25 structures with the same formula, charge and spin (kJ/mol) = 15.55


(2)
The following is a DFT calculation (ωB97M-V with the def2-TZVPD basis set) of a 2-piece molecular cluster, ClNO5S overall.

Last column: natural (NBO) charge in e.
Atoms and positions in Å:
N (1.442, -0.573, 0.624)  0.7322
O (2.050, -0.499, -0.393)  -0.3081
O (1.773, -0.369, 1.723)  -0.2866
O (-0.746, 1.708, -0.464)  -0.8405
O (-2.218, 1.055, -2.264)  -0.8222
O (0.103, -1.087, 0.356)  -0.4201
S (-1.391, 0.634, -1.179)  1.6588
Cl (-1.013, -0.870, 1.597)  0.2865

Summary:
- HOMO (eV) = -11.9
- HOMO-LUMO gap (eV) = 10.78
- energy above the lowest of the compared OMol25 structures with the same formula, charge and spin (kJ/mol) = 0.00


(3)
The following is a DFT calculation (ωB97M-V with the def2-TZVPD basis set) of CsF6K2N3O12S6 as an isolated structure.

Last column: natural (NBO) charge in e.
Atoms and positions in Å:
K (5.919, -11.338, 17.432)  0.9985
K (0.812, -10.189, 20.783)  0.9991
Cs (-3.104, -6.155, 13.487)  0.9998
N (-7.885, -13.544, 9.510)  -1.0022
S (-8.207, -15.218, 9.877)  2.2961
O (-8.701, -15.544, 11.223)  -0.8647
O (-7.299, -16.160, 9.260)  -0.8884
F (-9.439, -15.385, 8.824)  -0.5089
S (-6.691, -13.677, 10.503)  2.3430
O (-5.440, -14.131, 9.912)  -0.9417
O (-6.856, -14.075, 11.902)  -0.8959
F (-6.305, -12.128, 10.594)  -0.5371
N (10.065, -14.057, 14.725)  -1.1206
S (11.435, -14.475, 15.650)  2.3505
O (12.698, -14.344, 14.939)  -0.8861
O (11.307, -15.489, 16.704)  -0.8695
F (11.481, -13.051, 16.460)  -0.5335
S (9.643, -15.431, 14.371)  2.4580
O (8.908, -16.145, 15.333)  -0.9394
O (10.473, -16.169, 13.402)  -0.9204
F (8.460, -14.952, 13.405)  -0.5383
N (0.893, -14.017, 16.931)  -1.1300
S (0.226, -13.768, 15.366)  2.3571
O (-0.496, -12.528, 15.234)  -0.9366
O (-0.242, -14.893, 14.533)  -0.8198
F (1.610, -13.356, 14.656)  -0.5165
S (0.107, -15.277, 17.185)  2.4362
O (0.592, -16.595, 16.762)  -0.9065
O (-1.299, -15.170, 17.231)  -0.9340
F (0.447, -15.461, 18.762)  -0.5481

Summary:
- HOMO (eV) = -7.4
- HOMO-LUMO gap (eV) = 2.95


(4)
The following is a DFT calculation (ωB97M-V with the def2-TZVPD basis set) of CsF8N4O16S8 as an isolated structure.

Last column: Mulliken charge in e.
Atoms and positions in Å:
Cs (0.967, 0.906, -1.273)  1.4309
N (-1.722, -0.946, 2.558)  -0.3319
S (-3.140, -1.428, 2.106)  1.0414
O (-3.582, -2.716, 2.596)  -0.6385
O (-3.598, -1.098, 0.795)  -0.5130
F (-3.894, -0.421, 3.150)  -0.3242
S (-0.756, -1.845, 1.565)  0.9997
O (0.000, -1.040, 0.614)  -0.4920
O (-1.157, -3.159, 1.131)  -0.5455
F (0.417, -2.185, 2.629)  -0.3264
N (4.129, -1.512, 2.096)  -0.3037
S (4.128, -1.469, 0.389)  0.9737
O (5.478, -1.513, -0.108)  -0.6280
O (3.102, -0.858, -0.394)  -0.4508
F (3.739, -3.014, 0.189)  -0.2910
S (4.662, -0.058, 2.299)  1.0573
O (3.853, 1.011, 1.772)  -0.4619
O (6.099, 0.071, 2.245)  -0.6369
F (4.445, 0.037, 3.923)  -0.3293
N (-2.934, -1.734, -2.863)  -0.2361
S (-1.633, -2.704, -2.873)  1.0503
O (-0.455, -2.305, -2.136)  -0.4580
O (-1.446, -3.428, -4.098)  -0.6504
F (-2.282, -3.728, -1.820)  -0.2699
S (-2.357, -0.512, -3.580)  0.8944
O (-2.355, -0.595, -5.043)  -0.6717
O (-1.210, 0.109, -2.985)  -0.4620
F (-3.655, 0.429, -3.458)  -0.2901
N (-0.577, 2.913, 0.220)  -0.2007
S (0.612, 4.073, 0.361)  0.9433
O (0.365, 5.290, 1.098)  -0.6148
O (1.469, 4.160, -0.794)  -0.5878
F (1.520, 3.269, 1.383)  -0.2000
S (-1.705, 3.946, -0.237)  0.9798
O (-1.401, 4.877, -1.313)  -0.5988
O (-2.554, 4.379, 0.819)  -0.6172
F (-2.571, 2.801, -0.961)  -0.2401

Summary:
- HOMO (eV) = -2.7
- net charge = -3
- HOMO-LUMO gap (eV) = 8.25
- energy above the lowest of the compared OMol25 structures with the same formula, charge and spin (kJ/mol) = 128.97


(5)
The following is a DFT calculation (ωB97M-V with the def2-TZVPD basis set) of CsO4S as an isolated structure.

Last column: Mulliken charge in e.
Atoms and positions in Å:
Cs (1.801, -0.515, -1.554)  0.8267
S (-0.357, 0.092, 0.330)  1.4587
O (-1.546, 0.714, -0.239)  -0.7249
O (-0.035, -1.107, -0.422)  -0.9010
O (0.740, 1.015, 0.159)  -0.9191
O (-0.603, -0.199, 1.727)  -0.7405

Summary:
- HOMO (eV) = -3.5
- net charge = -1
- HOMO-LUMO gap (eV) = 5.38
- energy above the lowest of the compared OMol25 structures with the same formula, charge and spin (kJ/mol) = 75.04


(6)
The following is a DFT calculation (ωB97M-V with the def2-TZVPD basis set) of CuFHO2P as an isolated structure.

Last column: Mulliken spin population.
Atoms and positions in Å:
P (0.508, 0.063, -0.632)  0.0568
F (0.423, -1.266, -1.676)  -0.0002
O (1.294, -0.351, 0.764)  0.0018
O (-0.984, 0.066, -0.162)  -0.1131
Cu (-2.224, 1.365, 0.102)  1.0535
H (0.983, 0.122, 1.603)  0.0011

Summary:
- HOMO (alpha / beta) (eV) = -1.6 / -4.2
- net charge = -1
- spin multiplicity = 2
- HOMO-LUMO gap (alpha / beta) (eV) = 5.63 / 8.13


(7)
The following is a DFT calculation (ωB97M-V with the def2-TZVPD basis set) of CuH12O6 as an isolated structure.

Last column: natural (NBO) charge in e.
Atoms and positions in Å:
Cu (-0.179, -0.018, 0.336)  0.9221
O (-1.214, -1.431, -1.007)  -0.9905
H (-2.061, -1.843, -1.219)  0.5112
H (-0.580, -1.786, -1.645)  0.4943
O (0.839, 1.410, -1.304)  -0.9673
H (1.436, 0.872, -1.838)  0.4830
H (0.576, 2.143, -1.873)  0.4988
O (1.821, 1.010, 1.570)  -0.9501
H (2.561, 1.496, 1.188)  0.4854
H (2.013, 0.084, 1.363)  0.4742
O (1.732, -1.498, -0.042)  -0.9909
H (2.655, -1.698, -0.255)  0.5048
H (1.304, -2.361, 0.046)  0.4976
O (-1.185, -0.347, 2.231)  -0.9914
H (-1.994, 0.133, 2.442)  0.5076
H (-1.005, -0.927, 2.979)  0.5053
O (-2.076, 1.494, -0.658)  -0.9696
H (-1.993, 1.016, -1.491)  0.4814
H (-2.651, 2.250, -0.824)  0.4941

Summary:
- HOMO (eV) = -12.2
- net charge = +1
- HOMO-LUMO gap (eV) = 8.83
- energy above the lowest of the compared OMol25 structures with the same formula, charge and spin (kJ/mol) = 22.20


(8)
The following is a DFT calculation (ωB97M-V with the def2-TZVPD basis set) of F12H18N6Na3O33S12 as an isolated structure.

Last column: Mulliken charge in e.
Atoms and positions in Å:
Na (7.274, -19.364, 9.683)  0.9346
Na (13.347, -20.443, 6.562)  0.7819
Na (10.011, -20.629, 6.374)  0.8046
N (4.554, -25.234, 6.223)  -0.3249
S (5.008, -23.804, 5.364)  0.9026
O (4.813, -23.693, 3.926)  -0.5772
O (6.045, -22.961, 5.939)  -0.5013
F (3.730, -22.931, 5.877)  -0.3732
S (5.238, -26.215, 5.206)  1.1316
O (6.655, -25.975, 4.835)  -0.5003
O (4.313, -26.704, 4.238)  -0.6695
F (5.332, -27.419, 6.221)  -0.2464
N (6.439, -25.385, 9.702)  -0.4778
S (7.208, -26.889, 9.303)  1.1422
O (8.014, -27.406, 10.392)  -0.5996
O (7.622, -27.192, 7.890)  -0.4425
F (5.823, -27.686, 9.500)  -0.3156
S (7.671, -24.557, 9.501)  0.8179
O (7.968, -24.232, 8.058)  -0.2394
O (8.738, -24.565, 10.496)  -0.5939
F (6.897, -23.181, 9.916)  -0.4665
N (14.233, -20.769, 2.240)  -0.2804
S (15.559, -19.745, 2.157)  1.0401
O (16.016, -19.243, 3.457)  -0.6001
O (15.698, -18.914, 0.967)  -0.5645
F (16.643, -20.883, 1.832)  -0.2933
S (13.270, -19.839, 1.709)  1.0441
O (12.979, -19.725, 0.327)  -0.6144
O (12.972, -18.710, 2.574)  -0.7008
F (12.077, -20.850, 2.109)  -0.2896
N (9.345, -19.308, 4.473)  -0.2501
S (8.424, -18.122, 4.104)  0.7056
O (6.962, -18.252, 4.395)  -0.5911
O (8.848, -17.288, 3.013)  -0.6099
F (8.956, -17.200, 5.356)  -0.2761
S (8.961, -20.008, 2.938)  1.0106
O (9.740, -19.486, 1.824)  -0.5635
O (7.653, -20.528, 2.695)  -0.5697
F (9.703, -21.398, 3.424)  -0.1266
N (12.112, -27.538, 6.772)  -0.3169
S (11.779, -28.632, 7.793)  1.0559
O (10.384, -29.035, 7.921)  -0.5533
O (12.600, -28.744, 8.971)  -0.6293
F (12.368, -29.886, 6.969)  -0.3455
S (11.948, -26.276, 7.833)  0.9581
O (13.107, -25.501, 8.206)  -0.6808
O (10.843, -26.264, 8.792)  -0.3676
F (11.310, -25.314, 6.734)  -0.0839
N (11.629, -20.716, 8.104)  -0.1396
S (11.435, -21.900, 9.003)  0.5819
O (10.212, -22.565, 8.836)  -0.2437
O (12.085, -22.028, 10.333)  -0.6289
F (12.354, -22.847, 8.127)  -0.3006
S (11.030, -19.630, 9.346)  0.7839
O (11.960, -19.217, 10.461)  -0.5292
O (9.624, -19.893, 9.662)  -0.5873
F (10.893, -18.308, 8.446)  -0.1695
O (9.908, -15.626, 8.369)  -0.6605
H (10.222, -14.741, 8.556)  0.2732
H (10.617, -16.032, 7.871)  0.2855
O (7.182, -20.874, 7.683)  -0.1804
H (6.670, -20.342, 7.074)  0.3429
H (6.716, -21.709, 7.723)  0.0859
O (9.115, -22.986, 5.910)  0.4841
H (8.169, -22.928, 5.772)  -0.0417
H (9.208, -23.442, 6.746)  0.1262
O (13.485, -21.915, 4.605)  -0.6492
H (13.618, -21.468, 3.769)  0.5236
H (14.363, -22.177, 4.879)  0.2486
O (13.287, -16.742, 6.508)  -0.6029
H (14.034, -16.318, 6.085)  0.2749
H (12.644, -16.849, 5.807)  0.2897
O (5.117, -19.668, 6.123)  -0.6183
H (4.700, -20.329, 5.569)  0.2894
H (5.268, -18.926, 5.538)  0.2923
O (7.567, -17.478, 8.215)  -0.3786
H (8.304, -16.870, 8.283)  0.2690
H (6.881, -16.975, 7.777)  0.2390
O (11.297, -23.573, 4.087)  -0.6265
H (11.865, -22.852, 4.357)  0.3132
H (10.510, -23.472, 4.622)  0.2390
O (11.877, -19.066, 5.064)  0.3590
H (10.926, -19.004, 4.974)  0.2023
H (12.216, -18.808, 4.207)  0.1591

Summary:
- HOMO (eV) = -2.5
- net charge = -3
- HOMO-LUMO gap (eV) = 5.71


(9)
The following is a DFT calculation (ωB97M-V with the def2-TZVPD basis set) of F18K3P3 as an isolated structure.

Last column: Mulliken charge in e.
Atoms and positions in Å:
K (0.449, -0.415, -0.775)  0.9878
K (-0.012, -2.061, 2.885)  1.1400
K (-2.207, 2.728, 0.431)  1.1193
P (1.588, -2.647, 0.544)  1.1645
F (0.456, -1.580, 1.023)  -0.5958
F (2.096, -2.812, 2.079)  -0.4304
F (0.496, -3.838, 0.847)  -0.3599
F (2.751, -3.573, -0.139)  -0.3197
F (1.149, -2.380, -1.007)  -0.4600
F (2.587, -1.383, 0.621)  -0.3621
P (-0.142, 2.285, -2.202)  1.2852
F (0.490, 0.899, -2.831)  -0.3927
F (-1.428, 1.513, -1.747)  -0.2604
F (0.531, 2.113, -0.728)  -0.3011
F (-0.654, 3.857, -1.820)  -0.3967
F (1.066, 3.056, -2.886)  -0.3368
F (-0.976, 2.452, -3.522)  -0.3623
P (-1.145, 0.274, 1.323)  1.3096
F (-1.305, 1.684, 1.998)  -0.4452
F (0.481, 0.203, 1.455)  -0.2588
F (-1.280, -0.601, 2.722)  -0.4683
F (-1.173, -1.163, 0.565)  -0.2890
F (-2.766, 0.302, 1.225)  -0.3581
F (-1.051, 1.088, -0.060)  -0.6090

Summary:
- HOMO (eV) = -12.0
- HOMO-LUMO gap (eV) = 11.40


(10)
The following is a DFT calculation (ωB97M-V with the def2-TZVPD basis set) of a 2-piece molecular cluster, F2H2S2Si overall.

Last column: natural (NBO) charge in e.
Atoms and positions in Å:
F (-0.838, -0.432, -1.925)  -0.6571
Si (-1.027, -0.547, -0.323)  1.5268
S (-2.464, 0.231, 0.869)  -0.6404
S (0.593, -1.948, -0.187)  -0.4223
H (1.077, -1.090, 0.825)  0.1868
F (1.045, 1.533, 0.241)  -0.5717
H (1.614, 2.253, 0.499)  0.5780

Summary:
- HOMO (eV) = -9.5
- HOMO-LUMO gap (eV) = 9.24
- SMILES = F[Si](=S)S.F
- energy above the lowest of the compared OMol25 structures with the same formula, charge and spin (kJ/mol) = 258.45


(11)
The following is a DFT calculation (ωB97M-V with the def2-TZVPD basis set) of a 2-piece molecular cluster, F2H2SSi overall.

Last column: natural (NBO) charge in e.
Atoms and positions in Å:
F (0.745, -0.685, 1.878)  -0.6568
F (0.825, 1.704, 1.383)  -0.6593
Si (0.213, 0.367, 0.806)  1.7304
S (0.303, -0.936, -2.567)  -0.2219
H (-1.158, 0.556, 0.967)  -0.2594
H (-0.929, -1.007, -2.468)  0.0669

Summary:
- HOMO (alpha / beta) (eV) = -10.0 / -9.4
- HOMO-LUMO gap (alpha / beta) (eV) = 8.17 / 6.87
- energy above the lowest of the compared OMol25 structures with the same formula, charge and spin (kJ/mol) = 347.85


(12)
The following is a DFT calculation (ωB97M-V with the def2-TZVPD basis set) of F2H3N2OP in the gas phase.

Last column: natural (NBO) charge in e.
Atoms and positions in Å:
O (0.337, -1.036, 2.107)  -0.5833
N (-0.165, -0.933, 0.688)  -0.2022
N (-0.066, 0.279, -0.049)  -0.8332
P (0.814, 0.809, -1.447)  1.5768
F (0.276, 2.312, -1.457)  -0.5709
F (-0.123, 0.303, -2.660)  -0.5857
H (-0.504, -0.865, 2.576)  0.4686
H (0.382, -1.655, 0.235)  0.3470
H (-0.951, 0.787, 0.007)  0.3829

Summary:
- HOMO (eV) = -9.5
- HOMO-LUMO gap (eV) = 10.37
- SMILES = ONNP(F)F
- energy above the lowest of the compared OMol25 structures with the same formula, charge and spin (kJ/mol) = 295.56